Entry 1:
46
Properties=species:S:1:pos:R:3:forces:R:3 method="wB97M-V/def2-TZVPD" orbital_gap_ev=8.76 e_tot_ev=-32074.7902 spin_multiplicity=1 smiles="CC(=O)OCCCCC[PH2](CCCF)C[C@@H](C)O"
C 3.72340 0.70393 1.65400 0.032 -0.567 -0.192
C 3.92170 1.18947 0.09074 4.052 4.491 -1.859
O 4.69433 2.28086 -0.16461 -5.142 -6.853 1.859
O 3.34796 0.47950 -1.08257 0.432 2.934 3.735
C 2.88699 1.53080 -2.01056 -0.439 -0.489 -2.128
C 1.68604 0.84315 -2.92809 0.248 1.711 -0.126
C 0.22035 1.01196 -2.21230 -0.243 -1.666 -0.831
C -0.12248 -0.34310 -1.30048 -1.078 0.971 0.108
C 0.43825 -0.21842 0.25731 0.967 1.158 -1.133
P -0.97803 -0.62232 1.47332 0.928 0.331 0.910
C -0.21152 -2.27894 2.03570 1.054 -1.936 0.544
C 0.24485 -3.28395 0.82452 -0.105 -1.179 0.651
C -0.87575 -3.52027 -0.34780 1.685 -0.337 -0.933
F -1.38575 -4.92199 -0.24712 0.561 2.984 -0.084
C -1.81865 1.05420 1.10526 -1.564 2.162 -0.019
C -3.44218 0.97092 0.84898 0.896 2.680 -0.364
C -3.93403 2.55083 0.60337 -0.054 -0.347 0.095
O -3.76671 0.24030 -0.39501 1.152 1.036 0.601
H 3.10073 -0.28166 1.77275 1.172 1.952 -0.514
H 3.17788 1.54844 2.26312 1.166 -1.533 -1.482
H 4.77972 0.50278 2.15520 -2.190 0.660 -1.356
H 3.81896 1.81339 -2.69000 -2.167 -0.300 1.518
H 2.42785 2.45144 -1.44830 1.172 -1.775 -1.082
H 1.92771 -0.26346 -3.23215 -0.486 2.141 0.826
H 1.65731 1.47932 -3.93124 0.130 -1.331 2.047
H 0.07884 2.00918 -1.60453 0.539 -2.021 -1.095
H -0.58064 1.03058 -3.08737 1.599 -0.004 1.809
H 0.21383 -1.32239 -1.84641 -0.404 1.997 1.092
H -1.31448 -0.38389 -1.26457 2.499 -0.066 0.044
H 1.44124 -0.79102 0.44577 -2.157 0.895 -0.505
H 0.69150 0.93785 0.41227 -0.548 -2.498 -0.198
H -0.79911 -0.14998 2.85357 -0.176 -0.377 -0.665
H -2.22475 -1.26765 1.14580 0.423 0.020 -0.012
H 0.73186 -2.05306 2.73137 -1.820 -0.446 -1.521
H -0.95870 -2.88598 2.73004 1.293 1.348 -1.401
H 1.27258 -2.99472 0.33246 -2.129 -0.358 0.947
H 0.42479 -4.35080 1.32967 -0.383 2.216 -1.314
H -1.71540 -2.70784 -0.40946 1.213 -2.075 0.410
H -0.28978 -3.47569 -1.38675 -1.473 -0.313 2.197
H -1.36317 1.65029 0.20694 -0.916 -1.054 1.482
H -1.67784 1.75199 2.06329 -0.239 -1.362 -1.991
H -3.98899 0.56993 1.80435 0.847 0.230 -2.278
H -4.13768 3.07664 1.63063 0.397 -0.910 -2.011
H -4.90706 2.54611 -0.04648 1.727 -0.001 1.366
H -3.11195 3.16459 0.00964 -1.627 -1.352 1.287
H -3.30403 0.72872 -1.14430 -0.848 -0.769 1.564


Entry 2:
44
Properties=species:S:1:pos:R:3:forces:R:3 method="wB97M-V/def2-TZVPD" orbital_gap_ev=9.86 relative_energy_kcal_mol=45.35 e_tot_ev=-18959.4386 spin_multiplicity=1 smiles="CCCCCCCCCCCCN(C)N=O"
C -3.72869 -0.91572 -0.00220 -0.959 0.924 -0.652
C -3.11843 0.17833 0.83752 1.007 1.571 2.359
C -1.64937 -0.05755 1.36151 0.585 1.475 -0.774
C -1.28860 -1.43206 1.86946 -0.639 -0.372 2.458
C -0.29829 -1.53868 3.09856 -0.313 0.281 -1.115
C 1.15178 -1.19962 2.79930 0.565 0.545 1.330
C 1.39181 0.31073 2.64465 0.414 0.446 -1.931
C 2.48509 0.59525 1.58153 0.073 0.201 0.547
C 1.83342 0.44934 0.18599 1.156 -0.413 0.187
C 2.84563 0.72984 -0.92637 1.561 0.168 1.511
C 2.41857 0.48660 -2.31641 -0.555 0.030 -2.237
C 1.22078 1.28842 -2.87636 0.208 -2.063 1.074
C -1.13533 1.68931 -2.30504 -0.809 -1.809 -1.352
H -3.29296 -0.85991 -0.98799 0.213 -0.198 -0.121
H -4.81558 -0.77927 -0.21001 0.576 -0.198 0.661
H -3.51112 -1.89556 0.40015 -0.213 -0.206 0.143
H -3.62707 0.55156 1.77693 -0.390 -1.614 -0.567
H -3.08731 1.21093 0.46096 0.016 -0.446 -1.291
H -0.87078 0.23973 0.56277 -1.326 -0.349 1.144
H -1.55174 0.67839 2.20831 0.116 -0.589 -0.782
H -0.85259 -2.04183 1.12874 0.445 -0.659 -1.262
H -2.20108 -1.99355 2.19666 0.457 0.547 -0.231
H -0.60313 -0.92685 3.97409 -0.164 -0.460 -0.483
H -0.28887 -2.59199 3.33393 -0.327 -0.364 0.583
H 1.62126 -1.80766 2.01054 -0.513 0.342 -0.188
H 1.72899 -1.49391 3.70220 -0.191 0.009 -0.367
H 0.50206 0.87049 2.25311 0.598 -0.683 0.706
H 1.72397 0.80052 3.54008 -0.171 -0.050 0.823
H 2.78243 1.64715 1.67186 -0.051 0.052 0.001
H 3.45542 0.05149 1.84523 -1.331 0.123 -0.894
H 0.99017 1.16413 0.18058 0.336 -0.363 -0.219
H 1.45130 -0.57341 0.03849 -0.184 0.320 0.133
H 3.72032 0.02045 -0.80892 -0.776 0.736 0.303
H 3.28021 1.74996 -0.74807 -0.365 -0.638 -0.411
H 3.27771 0.62793 -3.00419 -0.417 -0.065 0.301
H 2.08757 -0.55749 -2.42087 0.434 0.161 0.017
H 1.11763 1.11834 -3.93881 0.252 0.299 -0.449
H 1.27707 2.35409 -2.64697 -0.252 -0.187 0.094
H -1.23144 2.21846 -1.41367 0.137 0.911 1.695
H -0.98953 2.39207 -3.13362 0.155 -0.274 0.163
H -2.10029 1.16562 -2.44450 0.587 0.098 -0.011
N -0.02949 0.69955 -2.28091 -0.901 1.659 -0.569
N -0.22080 -0.59544 -2.19807 -2.621 -0.150 1.466
O -1.37636 -0.94673 -1.73589 3.574 1.255 -1.794


Entry 3:
59
Properties=species:S:1:pos:R:3:forces:R:3 method="wB97M-V/def2-TZVPD" orbital_gap_ev=0.71 relative_energy_kcal_mol=334.26 e_tot_ev=-49105.9167 spin_multiplicity=1 charge=-1
C 0.00273 2.19445 -6.17306 -0.158 -0.508 -0.366
C -1.31983 2.93359 -6.37924 0.971 0.446 -1.841
O -1.69790 3.36984 -7.43004 0.053 -0.467 1.923
N -2.27255 3.10137 -5.15867 0.133 -1.121 -1.760
H -1.91346 2.67543 -4.31622 0.572 0.173 0.598
H -2.43962 4.08919 -5.03066 -0.045 0.491 0.320
C -3.57998 2.38486 -5.46275 0.195 -0.663 0.519
H -0.17487 1.20774 -5.74532 0.011 0.256 0.817
H 0.81398 2.75312 -5.70630 -0.577 0.144 0.838
H 0.49934 1.91411 -7.10199 -0.764 0.470 -0.623
H -4.26828 3.03903 -5.99790 0.043 -0.097 0.501
H -3.85333 1.97315 -4.49122 -0.907 0.628 -0.061
H -3.41479 1.47726 -6.04334 0.452 0.326 -0.352
C -2.38767 -6.55839 -0.10302 -0.082 -1.621 -1.364
C -1.35262 -6.50735 -1.21104 3.118 -3.150 0.797
O -0.67442 -7.43490 -1.66817 -2.853 3.894 1.033
N -0.85258 -5.06061 -1.53415 1.478 0.082 -1.724
H -1.49338 -4.45133 -2.02225 -1.002 -0.207 -0.264
H -0.66081 -4.50862 -0.71037 0.118 -0.149 1.099
C 0.42512 -5.03604 -2.39814 0.113 -0.389 0.594
H -2.11520 -6.12663 0.86002 -0.135 0.931 -0.406
H -2.53376 -7.60871 0.14915 0.451 -0.238 -0.189
H -3.33777 -6.36598 -0.60140 -0.283 1.025 0.641
H 0.29289 -5.64426 -3.29295 -0.211 0.094 0.253
H 1.23582 -5.44688 -1.79640 -0.203 -0.121 -0.058
H 0.70100 -4.01293 -2.65354 -0.468 0.024 0.118
C 6.78484 -1.75916 0.23892 -0.993 1.241 -0.918
C 5.87958 -0.49808 0.24787 0.772 0.431 -2.436
O 5.68154 0.20778 -0.71242 -0.080 -1.202 2.823
N 5.22518 -0.19063 1.63105 1.704 1.775 0.575
H 4.24457 -0.42359 1.69618 -0.733 -0.073 -0.260
H 5.71646 -0.73363 2.32668 -0.072 -0.706 0.242
C 5.45504 1.29691 2.10757 -0.298 0.264 -2.060
H 7.15167 -1.92141 -0.77459 -0.398 0.343 -0.191
H 6.09161 -2.57792 0.43172 0.638 -0.388 0.814
H 7.71789 -1.61011 0.78235 -0.506 -0.389 0.884
H 4.62878 1.67569 2.70918 0.198 -0.524 0.231
H 5.45831 1.85348 1.17039 -0.426 0.082 -0.010
H 6.46195 1.49540 2.47476 -0.220 -0.830 0.572
O -0.30452 3.19240 6.53159 1.888 -1.816 -1.007
C -1.33713 4.00439 6.69276 -1.729 3.176 2.557
O -2.41838 3.68597 6.23539 -2.189 -2.125 -2.313
O -1.18928 4.99745 7.39272 1.704 1.890 1.303
H -0.79819 2.60574 5.95390 0.518 -1.179 -0.494
O -1.62270 2.80619 0.95151 -1.385 3.298 -0.388
C -1.15063 1.60089 0.90006 1.642 -3.614 0.298
O -0.99050 1.07821 -0.21646 -0.181 0.066 -3.002
O -0.84458 0.99954 1.92865 0.154 0.033 1.982
H -1.72237 3.06338 1.87104 0.016 -0.063 0.387
O -0.28155 -4.13624 5.31194 -1.298 0.517 0.695
C 0.50341 -5.05174 4.76534 3.882 -3.384 -2.321
O 0.58767 -6.24026 5.11911 -2.023 -0.073 1.995
O 1.29218 -4.72513 3.81862 -0.588 2.419 -0.880
H -0.23083 -3.41052 4.68555 0.109 0.460 0.060
O -4.92791 7.91366 2.81660 1.760 -0.904 -0.218
C -6.12913 8.36206 3.16585 -2.533 0.955 -0.405
O -6.84490 7.59401 3.80333 -0.673 -2.709 1.953
O -6.52390 9.40992 2.73925 -0.203 4.452 -1.725
H -5.19223 7.08481 3.22251 1.523 -1.675 0.213


Entry 4:
48
Properties=species:S:1:pos:R:3:forces:R:3 method="wB97M-V/def2-TZVPD" orbital_gap_ev="6.77 / 5.36" relative_energy_kcal_mol=48.13 s_squared=2.033 e_tot_ev=-41959.9273 spin_multiplicity=3 charge=+1
C -0.71676 0.85839 -4.17949 -0.789 0.198 0.987
C -0.88688 0.51688 -2.78677 1.757 0.386 -0.086
N 0.03469 1.00368 -1.84184 -0.479 1.715 -1.893
C 0.81380 2.05909 -2.23295 0.063 -0.700 0.589
C 0.83760 2.60098 -3.52622 0.339 -0.478 0.141
C 0.10295 1.93454 -4.52290 -0.176 -0.198 0.316
C -1.82583 -0.33172 -2.21873 -1.639 -0.845 -0.697
P -2.26067 -0.44092 -0.48656 0.200 -0.985 -0.471
W -0.05263 0.21856 0.20748 0.262 2.370 1.105
P 2.10305 1.47441 0.22888 -2.414 -1.425 -0.126
C 1.70643 2.61051 -1.15735 1.361 0.693 0.573
O -0.55728 -4.45045 -4.86300 0.438 0.310 0.115
O 0.55187 -5.06176 0.24849 -0.591 0.726 0.078
H -1.38418 0.36310 -4.90078 0.528 0.330 0.307
H 1.53735 3.43754 -3.75083 -0.826 -0.746 0.192
H 0.15789 2.27974 -5.55623 -0.007 -0.200 0.273
C -3.72023 0.57085 -0.13644 0.196 0.046 -0.248
C -2.87412 -2.15001 -0.32500 0.063 0.067 0.065
H 2.71265 2.86192 -1.53790 -0.597 0.497 -0.307
H 1.26453 3.49381 -0.65593 0.179 -0.211 -0.484
H -1.49727 -4.20792 -4.81010 0.823 0.348 0.053
H -2.42934 -1.00256 -2.81474 0.116 0.066 -0.633
C 2.34333 2.38225 1.71911 0.921 0.946 0.058
C 3.63580 0.62524 -0.22124 0.352 0.452 0.117
H 0.89961 -0.82710 -0.72925 0.180 -2.397 -0.695
H 0.03110 -4.21367 0.13853 1.407 -1.438 -0.199
H 1.18970 -5.26526 -0.45885 -0.786 0.762 0.216
H 0.05004 -3.69297 -4.69998 -1.258 -0.658 -0.169
H -1.06323 0.58020 1.53938 -0.268 0.157 0.519
H 1.49754 -0.45730 -0.16625 0.173 -0.669 -0.210
H -4.59801 0.13943 -0.63389 0.140 0.200 0.262
H -3.80932 0.56651 0.95801 -0.229 0.156 -0.319
H -3.52724 1.57735 -0.51735 -0.217 -0.003 0.262
H -3.83523 -2.31340 -0.83035 0.260 0.161 -0.008
H -2.10886 -2.84292 -0.69680 -0.245 0.175 0.188
H -3.01500 -2.31877 0.74420 0.072 -0.180 -0.052
H 4.41188 1.39700 -0.20080 0.274 -0.342 -0.102
H 3.87102 -0.17196 0.49508 -0.063 0.281 -0.070
H 3.58151 0.17678 -1.22034 -0.109 0.203 0.174
H 3.20734 3.01818 1.52169 0.120 0.317 0.671
H 1.45606 2.98525 1.92194 0.120 -0.094 0.012
H 2.53199 1.70239 2.55412 0.005 0.121 -0.171
C 0.65376 -0.79495 3.04282 -0.173 -0.072 1.407
C 0.07564 -1.33623 1.76884 -0.846 -2.321 -1.309
O -0.43841 -2.47109 1.67858 1.283 2.576 0.356
H 1.74667 -0.72023 3.12004 -0.180 -0.030 -0.556
H 0.34929 -1.38704 3.90671 -0.046 -0.400 -0.078
H 0.20870 0.18414 3.22948 0.308 0.132 -0.153